# 1
Computed, not measured: one molecule with the formula C2H6N2 at a distorted geometry, with ωB97M-V with the def2-TZVPD basis set.

Each line ends with the Mulliken charge.
Element x y z (Å)
C (-0.93578, -0.36262, -0.62285)  -0.983
N (0.76046, 1.03483, 0.67205)  -0.618
C (0.50276, -0.30044, 0.14169)  0.282
N (-0.14515, -1.39811, 0.56731)  -0.476
H (-0.72604, -0.94906, -1.52944)  0.264
H (-1.03446, 0.72254, -0.99115)  0.353
H (-1.91039, -0.35370, -0.16728)  0.392
H (0.32147, 1.06866, 1.58416)  0.259
H (1.75568, 1.20285, 0.72411)  0.262
H (1.41145, -0.66495, -0.37859)  0.265

HOMO-LUMO gap = 0.3229 hartree
ΔE to the lowest compared entry with this formula, charge and spin = 495.4 kJ/mol

---

# 2
Computed, not measured: one molecule with the formula C3H2N2OS2, with ωB97M-V with the def2-TZVPD basis set.

Each line ends with the Mulliken charge.
Element x y z (Å)
N (1.32623, -2.13517, -1.80424)  -0.330
C (0.70257, -1.27410, -1.34917)  -0.032
C (-0.12153, -0.18477, -0.88089)  0.571
S (-1.11899, 0.57006, -1.91570)  -0.247
C (0.03945, 0.16973, 0.56343)  0.270
S (1.06895, -0.63805, 1.58484)  -0.413
N (-0.72419, 1.16491, 0.97333)  -0.005
O (-0.71458, 1.61749, 2.25741)  -0.327
H (-1.36217, 1.66459, 0.37028)  0.223
H (-0.05766, 1.01002, 2.68031)  0.290

SMILES = N#CC(=S)C(=S)NO
HOMO-LUMO gap = 0.2525 hartree
ΔE to the lowest compared entry with this formula, charge and spin = 203.5 kJ/mol

---

# 3
Computed, not measured: a 2-piece molecular cluster, C13H25FNO3Si2 overall at a distorted geometry, with ωB97M-V with the def2-TZVPD basis set.

Each line ends with the Mulliken charge.
Element x y z (Å)
C (4.76143, -2.98853, 2.86340)  -0.851
C (4.06103, -1.48375, 2.66901)  -0.431
C (2.68175, -1.31368, 3.55924)  -0.717
C (1.34254, -1.96715, 2.85929)  0.426
C (0.03244, -1.82195, 3.56719)  0.098
F (-0.34332, -1.14463, 4.82929)  -0.264
C (-0.95917, -2.66658, 2.52288)  0.566
O (-2.22964, -2.88611, 2.95128)  -0.548
O (-0.30873, -3.11703, 1.26764)  -0.233
C (1.15009, -2.83853, 1.47827)  0.428
O (2.04194, -3.33219, 0.60575)  -0.531
H (4.24500, -3.62752, 3.69874)  0.273
H (5.91097, -2.91088, 3.15491)  0.292
H (4.74452, -3.52254, 1.80691)  0.179
H (4.84705, -0.73018, 3.15850)  0.304
H (3.93914, -1.20802, 1.53368)  0.336
H (2.86535, -1.94636, 4.55452)  0.313
H (2.51787, -0.19414, 3.93975)  0.338
C (-1.74596, 3.52000, -4.46501)  -1.028
Si (-1.92601, 2.08776, -3.24224)  0.190
C (-1.41456, 0.52910, -4.15040)  -1.063
C (-3.74780, 1.96400, -2.81333)  -1.062
N (-0.92573, 2.42085, -1.85588)  -0.250
Si (-0.84601, 1.30521, -0.52077)  0.077
C (-0.17050, -0.37328, -1.01288)  -0.136
C (-2.50260, 1.06138, 0.32371)  -1.017
C (0.33492, 2.01159, 0.77736)  -0.921
H (-2.36329, 3.33813, -5.35072)  0.273
H (-2.06916, 4.46023, -4.00913)  0.246
H (-0.70624, 3.62614, -4.78831)  0.246
H (-1.91389, 0.47890, -5.12298)  0.360
H (-1.69034, -0.37036, -3.59627)  0.323
H (-0.33462, 0.51593, -4.32582)  0.237
H (-4.06058, 2.80671, -2.18937)  0.238
H (-3.97697, 1.03442, -2.28835)  0.320
H (-4.35155, 1.97978, -3.72638)  0.360
H (-0.89560, -0.94668, -1.59424)  0.265
H (0.06727, -0.96024, -0.11974)  -0.519
H (0.74648, -0.26913, -1.60064)  0.307
H (-2.98167, 2.02339, 0.52975)  0.256
H (-2.36650, 0.54228, 1.27743)  0.332
H (-3.17941, 0.45557, -0.28257)  0.308
H (-0.02189, 2.98240, 1.13688)  0.258
H (1.33736, 2.14228, 0.35814)  0.259
H (0.40464, 1.33340, 1.63155)  0.159

Total charge = -1
HOMO-LUMO gap = 0.1235 hartree

---

# 4
Computed, not measured: C21H60O15 as an isolated structure at a distorted geometry, with ωB97M-V with the def2-TZVPD basis set.

Each line ends with the Mulliken charge.
Element x y z (Å)
C (-14.12349, -43.53358, -12.88530)  1.001
C (-15.31579, -43.49844, -13.75478)  -1.335
O (-14.98480, -42.68565, -14.81571)  -0.701
O (-14.43834, -44.26479, -11.72458)  -0.613
H (-13.83102, -42.58310, -13.00403)  -0.331
H (-13.32193, -44.29200, -13.28955)  0.023
H (-16.02594, -42.95089, -13.26780)  0.435
H (-15.67758, -44.33919, -13.97550)  0.726
H (-14.26575, -42.17810, -14.44705)  -0.367
H (-14.21811, -45.33814, -12.06285)  0.424
C (-15.10200, -36.94739, -14.40159)  -0.249
C (-14.27348, -37.74574, -15.39546)  -0.301
O (-13.04975, -37.96410, -14.81621)  -0.185
O (-16.30571, -36.45818, -14.89456)  -0.550
H (-14.74525, -35.97145, -13.77403)  0.208
H (-15.34889, -37.66173, -13.63819)  0.082
H (-14.17504, -37.13880, -16.27180)  0.369
H (-14.90706, -38.68056, -15.69796)  0.094
H (-12.62415, -37.16301, -14.96759)  0.184
H (-16.97203, -37.10671, -14.44069)  0.360
C (-9.54972, -41.90622, -12.05555)  0.424
C (-8.19927, -42.28171, -11.38626)  -1.109
O (-8.43826, -43.62983, -11.04320)  -0.587
O (-9.53388, -40.44237, -12.31857)  -0.676
H (-10.29789, -42.17397, -11.21234)  0.147
H (-9.73095, -42.49788, -12.96903)  -0.057
H (-7.92797, -41.88978, -10.55284)  0.551
H (-7.49684, -42.08777, -12.04425)  0.497
H (-8.37933, -44.21012, -11.86538)  0.328
H (-10.24290, -40.33493, -12.98091)  0.222
C (-14.14037, -39.29311, -11.06582)  -0.623
C (-13.16620, -40.44404, -10.80854)  0.178
O (-14.10282, -41.30044, -10.24325)  -0.550
O (-13.51427, -38.11349, -11.67118)  -0.460
H (-14.66326, -38.94110, -10.17925)  0.494
H (-15.08849, -39.66864, -11.67343)  0.131
H (-12.56967, -40.21325, -9.80931)  0.308
H (-12.73268, -41.02658, -11.75357)  -0.016
H (-13.74043, -41.96859, -9.67357)  0.309
H (-13.08061, -38.47652, -12.24021)  0.232
C (-11.48490, -42.05512, -15.65883)  0.050
C (-12.15004, -41.33089, -14.50740)  -0.841
O (-11.40693, -40.09957, -14.37429)  0.175
O (-12.20474, -43.24992, -15.79520)  -0.788
H (-10.32403, -42.11297, -15.66089)  -0.625
H (-11.58975, -41.63560, -16.47926)  0.859
H (-12.10929, -41.86760, -13.57120)  0.000
H (-13.16348, -41.05822, -14.57030)  1.187
H (-11.81826, -39.33355, -14.83149)  0.110
H (-11.92831, -43.81022, -16.68109)  0.833
C (-11.54434, -45.09865, -17.33008)  -1.202
C (-10.74952, -43.81457, -17.18941)  -0.923
O (-11.51743, -42.68457, -17.41691)  -0.157
O (-10.78939, -46.26660, -16.96961)  -0.643
H (-11.92731, -45.14236, -18.16751)  0.826
H (-12.34958, -45.26767, -16.61096)  0.200
H (-9.90679, -43.57104, -17.78619)  0.854
H (-10.23219, -43.68828, -16.22888)  0.314
H (-11.60796, -42.48842, -18.35964)  0.308
H (-10.38322, -46.75139, -17.88428)  0.384
C (-14.85024, -41.99647, -21.26646)  -1.986
C (-14.07057, -41.75582, -20.09116)  0.874
C (-14.25553, -42.99115, -19.09905)  -1.239
O (-12.60067, -41.65279, -20.21665)  -0.554
H (-14.72563, -41.33446, -22.07302)  0.495
H (-15.72095, -41.84573, -21.08685)  0.652
H (-14.59981, -43.03532, -21.71796)  0.300
H (-14.29475, -40.81286, -19.62717)  0.322
H (-13.95421, -44.01656, -19.58352)  0.223
H (-15.23485, -43.11994, -18.96495)  0.672
H (-13.71587, -42.96491, -18.12490)  0.032
H (-12.50937, -40.76305, -20.47741)  0.152
C (-10.51712, -38.86324, -19.29980)  -0.800
C (-9.05751, -39.42805, -19.50410)  -0.166
C (-8.81427, -40.64741, -18.50716)  -0.515
O (-9.18020, -39.91096, -20.83057)  -0.544
H (-10.61809, -38.48172, -18.29450)  0.247
H (-11.37122, -39.47733, -19.47773)  -0.099
H (-10.85337, -37.92668, -19.85587)  0.390
H (-8.35363, -38.74246, -19.37684)  0.734
H (-9.61211, -41.39838, -18.48033)  -0.291
H (-8.59942, -40.11834, -17.66669)  -0.083
H (-8.05491, -41.23356, -18.72198)  0.894
H (-8.33863, -39.82643, -21.24960)  0.300
C (-8.48388, -38.60358, -15.10911)  -1.726
C (-7.26862, -39.31529, -14.68732)  1.268
C (-6.88341, -40.44059, -15.68977)  -1.125
O (-6.30523, -38.23949, -14.58009)  -0.567
H (-9.27905, -39.31518, -15.32363)  -0.014
H (-8.32400, -37.98944, -15.88707)  0.621
H (-9.05398, -38.01355, -14.50132)  0.666
H (-7.57746, -39.82035, -13.76857)  -0.165
H (-6.45691, -39.91182, -16.62567)  0.330
H (-7.60255, -41.22575, -15.81983)  0.096
H (-5.86694, -41.03482, -15.34723)  0.354
H (-5.36569, -38.42887, -14.67703)  0.313

HOMO-LUMO gap = 0.3320 hartree
ΔE to the lowest compared entry with this formula, charge and spin = 2253.9 kJ/mol

---

# 5
Computed, not measured: C47H55KN6O3S as an isolated structure, with ωB97M-V with the def2-TZVPD basis set.

Each line ends with the Mulliken charge.
Element x y z (Å)
K (0.44443, 0.52040, 0.12493)  1.510
C (-5.40914, 4.06316, -3.55432)  -1.863
C (-4.09993, 3.62063, -2.94891)  0.670
C (-2.89393, 4.00748, -3.51007)  -0.194
C (-1.65283, 3.66876, -2.92382)  0.310
C (-0.41058, 4.02828, -3.43334)  -1.435
N (-0.19808, 4.50341, -4.74473)  -0.289
C (-0.62539, 3.65934, -5.86787)  -1.312
C (-0.69116, 2.16279, -5.56659)  -0.333
C (0.60569, 1.57948, -5.00424)  -0.510
N (0.36267, 0.44981, -4.12527)  0.945
C (0.66920, -0.79454, -4.42521)  -0.052
C (0.37274, -1.90951, -3.65508)  0.182
C (0.85978, -3.19843, -4.01506)  -1.037
C (0.60729, -4.29124, -3.25327)  0.822
C (1.18299, -5.64552, -3.56005)  -1.622
C (-0.22721, -4.13001, -2.10085)  -0.136
C (-0.76409, -2.94375, -1.71339)  0.738
C (-1.66383, -2.85820, -0.54780)  -0.896
N (-2.62831, -2.04839, -0.53296)  -0.112
C (-3.38661, -1.91870, 0.69105)  -0.593
C (-4.71434, -1.22189, 0.44119)  -1.090
C (-4.53073, 0.17331, -0.16132)  -0.563
N (-3.60862, 0.91948, 0.66891)  -0.534
C (-2.87089, 1.82992, 0.17404)  -0.778
C (-2.89955, 2.47592, -1.14960)  -0.011
C (-4.08408, 2.86859, -1.76987)  0.028
C (-1.63355, 2.80191, -1.73472)  -0.946
O (-0.55205, 2.31707, -1.31321)  0.068
C (-0.39824, -1.72253, -2.43841)  0.347
O (-0.66762, -0.58241, -2.03498)  -0.877
H (-5.27242, 4.37312, -4.59316)  0.352
H (-5.84759, 4.91091, -3.01676)  0.321
H (-6.14942, 3.25841, -3.54260)  0.362
H (-2.90096, 4.62982, -4.40138)  0.411
H (0.46444, 3.86884, -2.81567)  0.944
H (0.76682, 4.77163, -4.86134)  0.400
H (0.07025, 3.85352, -6.69136)  0.467
H (-1.61551, 3.97128, -6.21425)  0.351
H (-0.98554, 1.63702, -6.48056)  0.569
H (-1.48394, 1.99042, -4.83624)  0.107
H (1.13238, 2.33988, -4.42585)  -0.311
H (1.27896, 1.24370, -5.79870)  0.630
H (-0.09047, 0.59943, -3.21362)  -0.379
H (1.19800, -0.93476, -5.36765)  0.360
H (1.48796, -3.28050, -4.89957)  0.218
H (1.75171, -5.62802, -4.49126)  0.338
H (0.40299, -6.40698, -3.65261)  0.409
H (1.86384, -5.96518, -2.76538)  0.194
H (-0.45616, -5.01512, -1.51052)  0.401
H (-1.43906, -3.52057, 0.30149)  0.338
H (-2.78250, -1.29705, 1.35897)  0.066
H (-3.52680, -2.89001, 1.18816)  0.429
H (-5.23881, -1.12601, 1.39784)  0.426
H (-5.34589, -1.82191, -0.22404)  0.422
H (-5.50870, 0.67203, -0.18154)  0.325
H (-4.17255, 0.09507, -1.19367)  0.353
H (-2.11726, 2.23820, 0.85274)  0.717
H (-5.03052, 2.60382, -1.30767)  0.392
C (-0.56102, -2.32176, 4.49561)  -0.620
C (0.35918, -3.36482, 4.43282)  -0.686
C (1.01016, -3.59352, 3.23088)  -0.567
C (0.75274, -2.78163, 2.11288)  -0.188
C (-0.16331, -1.69773, 2.12035)  0.488
C (-0.79511, -1.53452, 3.37204)  -0.680
C (1.54042, -3.09748, 0.88412)  0.436
C (1.84892, -4.45963, 0.55051)  -0.644
C (2.64608, -4.74762, -0.51180)  -1.331
C (3.17443, -3.69108, -1.29388)  0.888
C (4.03017, -3.87332, -2.40137)  -0.383
C (4.46364, -2.79652, -3.12725)  -1.029
C (4.07381, -1.49004, -2.76080)  -0.206
C (3.25429, -1.28093, -1.68548)  0.716
C (2.77437, -2.38422, -0.93676)  -0.719
N (1.96560, -2.11491, 0.12354)  0.131
H (-1.08979, -2.11810, 5.42445)  0.363
H (0.57340, -3.97607, 5.30356)  0.351
H (1.75372, -4.38581, 3.17908)  0.376
H (-1.52598, -0.73128, 3.48362)  0.338
H (1.41830, -5.25053, 1.15070)  0.560
H (2.88181, -5.77536, -0.77372)  0.427
H (4.34038, -4.88025, -2.66333)  0.388
H (5.12102, -2.94432, -3.97663)  0.344
H (4.43544, -0.64118, -3.33057)  0.402
H (2.98849, -0.28730, -1.32928)  -0.212
O (0.15520, 2.64966, 2.06641)  -0.526
S (0.77438, 2.20642, 3.35186)  0.249
C (2.53097, 1.86968, 3.00726)  0.903
C (3.36827, 3.11866, 3.30386)  -0.632
C (2.40942, 4.29915, 3.40586)  -0.467
C (1.21935, 3.77251, 4.19215)  -0.909
H (2.61028, 1.63566, 1.93047)  -0.971
H (2.83240, 0.99938, 3.59015)  0.489
H (4.09421, 3.25192, 2.49895)  0.133
H (3.91576, 3.00655, 4.24515)  0.341
H (2.07043, 4.59832, 2.41249)  0.111
H (2.87014, 5.16348, 3.89081)  0.475
H (0.33242, 4.40499, 4.16643)  0.495
H (1.48380, 3.54879, 5.23033)  0.330
C (2.78850, 3.97484, -0.49469)  -1.406
C (3.48531, 2.68422, -0.97935)  2.026
C (5.00908, 2.93605, -1.04123)  -2.008
C (2.97636, 2.41155, -2.41954)  -0.417
N (3.13820, 1.65109, -0.06636)  -0.855
H (2.92639, 4.80238, -1.20136)  0.363
H (3.19913, 4.27309, 0.47385)  0.188
H (1.71892, 3.78132, -0.37752)  0.090
H (5.28174, 3.71598, -1.76571)  0.367
H (5.51657, 2.00927, -1.32561)  0.350
H (5.37129, 3.22401, -0.05170)  0.344
H (3.18997, 3.23834, -3.11687)  0.692
H (1.89865, 2.24311, -2.36695)  -0.593
H (3.44696, 1.50809, -2.82258)  -0.154

Total charge = -2
HOMO-LUMO gap (alpha / beta) = 0.1873 / 0.1627 hartree
ΔE to the lowest compared entry with this formula, charge and spin = 262.5 kJ/mol